A structure of composition C11H15BrClMoO2Tm at a distorted geometry. Source: the OMol25 dataset; level of theory: ωB97M-V/def2-TZVPD.

Each line ends with the Löwdin charge.
Geometry (Å):
Tm  0.93588  -1.03335  -4.15651  1.032
Cl  2.25948  -2.99964  -3.69007  -0.214
C  1.77974  1.08616  -4.28523  -0.362
C  -1.18135  -1.02301  -5.05023  -0.352
H  1.44122  1.57454  -5.20831  -0.035
H  1.49193  1.71883  -3.44783  -0.052
H  2.87419  1.02710  -4.30112  -0.039
H  -1.29907  -0.22043  -5.78788  -0.032
H  -1.94997  -0.91087  -4.28680  -0.063
H  -1.30736  -1.99305  -5.54632  -0.040
Mo  -0.78003  -0.11603  -0.80250  1.282
C  -2.74448  -0.76938  -0.72707  -0.301
C  -1.67447  1.62254  -0.81980  -0.181
H  -3.38146  -0.39329  -1.53004  0.010
H  -2.80509  -1.86146  -0.72269  0.004
H  -3.14862  -0.43954  0.24209  0.018
H  -2.70072  1.94852  -1.06134  -0.002
H  -1.04652  2.50384  -0.75638  -0.030
Br  0.46000  2.75170  2.63856  0.836
C  0.81676  1.15699  3.55263  -0.615
C  1.21169  1.22740  4.89279  -0.118
C  1.53481  0.07625  5.60735  -0.065
C  1.41903  -1.15395  4.96301  -0.070
C  1.05875  -1.23190  3.61903  -0.016
C  0.69212  -0.08902  2.90592  -0.167
C  0.20848  -0.13755  1.47626  -0.567
O  -0.85988  -0.81259  1.18306  -0.132
O  0.85101  0.45078  0.52470  -0.162
H  1.34719  2.17776  5.38636  0.099
H  1.84722  0.10813  6.64292  0.108
H  1.66125  -2.07649  5.46692  0.103
H  0.98828  -2.16899  3.07852  0.123

Properties
HOMO-LUMO gap (alpha / beta): 6.3011 / 6.7816 eV
spin multiplicity: 5
ΔE to the lowest compared entry with this formula, charge and spin: 0.415 eV
M: 559.5 g/mol
<S²>: 6.28
E_LUMO (alpha / beta): -1.736 / -2.049 eV